# C23H30FO5Yb

C23H30FO5Yb as an isolated structure (wB97M-V/def2-TZVPD, OMol25).

- Orbital gap (spin up / spin down): 0.103 / 0.197 hartree
- F_max: 2.989 eV/A
- ⟨S²⟩: 0.755

Structure (ORCA input):
```
! RIJCOSX wB97M-V def2-TZVPD def2/J DEFGRID3
* xyz -2 2
C 2.55713 1.65809 -1.40422
C 1.81611 1.15122 -0.13578
C 2.17551 0.67564 -2.53693
C 2.02043 -0.66216 -1.80233
H 2.97007 0.66208 -3.29648
H 1.22300 1.01113 -2.97055
C 1.94605 -0.36011 -0.25674
H 0.76602 1.46691 -0.23359
H 2.26327 1.54428 0.78996
C 0.79224 -1.21736 0.27717
H 2.89166 -0.67561 0.21839
H 2.91010 -1.28948 -1.99217
C 0.73627 -1.52042 -2.04695
C 2.26297 3.11036 -1.72432
C 4.07866 1.65564 -1.20773
O 4.87269 1.44749 -2.10401
O 1.29226 3.72501 -1.31096
O 3.20222 3.67558 -2.49748
O 4.42556 1.95196 0.07472
C 4.88803 3.27424 0.46645
H 4.25079 3.60825 1.29167
H 4.82854 3.99004 -0.36251
H 5.91935 3.15916 0.80497
C 2.86666 5.01292 -2.88027
H 1.83751 5.04027 -3.27050
H 3.59652 5.29698 -3.64476
H 2.94197 5.67500 -2.00246
O 0.36587 -2.11465 -0.76537
H -0.06658 -0.58649 0.58902
H 1.10692 -1.82729 1.14045
C 1.03235 -2.61875 -3.06412
C -0.46120 -0.68729 -2.51933
H -0.31893 -0.33768 -3.54852
H -0.63851 0.17858 -1.86565
H -1.35847 -1.32176 -2.50156
H 0.13137 -3.20808 -3.26348
H 1.82002 -3.28450 -2.69278
H 1.36515 -2.16176 -4.00753
Yb -3.16338 -1.99622 1.45561
C -3.28309 -3.79086 3.50245
C -1.97104 -3.76338 2.93045
C -1.33161 -2.55470 3.36600
H -1.52731 -4.53259 2.30823
C -2.24586 -1.86623 4.22137
C -3.43654 -2.62834 4.30546
H -4.29020 -2.40394 4.94862
H -4.00687 -4.59456 3.38447
H -0.29835 -2.28571 3.18293
H -2.02915 -0.95745 4.77917
C -5.35420 -0.58659 0.83239
C -5.64359 -0.78211 2.21781
C -4.75257 0.02568 2.97100
H -6.46477 -1.37557 2.61739
C -3.89062 0.70636 2.07090
C -4.26392 0.34088 0.73694
H -3.87682 0.77026 -0.17896
H -5.89619 -1.01107 -0.00394
H -4.77909 0.16278 4.05364
H -3.14571 1.45274 2.33417
F -3.65872 -3.42686 0.22017
*
```

=====

# C31H70N10O10Si

A 10-piece molecular cluster, C31H70N10O10Si overall (wB97M-V/def2-TZVPD, OMol25).

- Orbital gap: 0.313 hartree
- F_max: 1.613 eV/A
- SMILES: C#C[Si@](N)(O)C=C.CN(C)C=O.CN(C)C=O.CN(C)C=O.CN(C)C=O.CN(C)C=O.CN(C)C=O.CN(C)C=O.CN(C)C=O.CN(C)C=O

Structure (ORCA input):
```
! RIJCOSX wB97M-V def2-TZVPD def2/J DEFGRID3
* xyz 0 1
C 2.16456 -3.72021 -0.93083
C 2.05808 -2.89975 -1.79962
Si 2.15191 -1.81605 -3.30635
N 0.68821 -1.88033 -4.25319
O 3.41033 -2.31634 -4.26699
C 2.54537 -0.09271 -2.65296
C 3.51765 0.58734 -3.28108
H 2.55359 -4.39430 -0.21211
H 0.27207 -0.95597 -4.23529
H 0.87307 -2.15226 -5.21027
H 4.19387 -2.41632 -3.71324
H 2.01582 0.37509 -1.82375
H 3.49857 0.56477 -4.36442
H 4.31680 1.07509 -2.73331
C 4.65823 -1.73647 -0.01188
O 5.11604 -2.31375 -0.98239
N 5.08688 -1.85483 1.25088
C 4.44812 -1.12484 2.33520
C 6.20603 -2.73122 1.54273
H 3.80016 -1.04853 -0.10587
H 5.18389 -0.47363 2.81354
H 4.05739 -1.82519 3.06504
H 3.63063 -0.51717 1.95456
H 7.08464 -2.40333 0.98366
H 5.96412 -3.75023 1.23500
H 6.42068 -2.71346 2.60871
C 3.89195 -1.90325 5.79790
O 3.05053 -1.59920 4.97025
N 4.55321 -1.02542 6.57129
C 5.54987 -1.44977 7.53090
C 4.25397 0.39270 6.43211
H 4.18497 -2.94623 5.97214
H 5.25010 -1.13894 8.53509
H 6.51227 -0.99448 7.28732
H 5.65719 -2.53197 7.51029
H 3.19916 0.56787 6.64675
H 4.45053 0.71558 5.40908
H 4.86698 0.96971 7.12065
C 6.76538 -4.78125 4.85652
O 6.15596 -3.73321 4.97897
N 6.29662 -5.98466 5.22188
C 7.06960 -7.19933 5.04867
C 4.96829 -6.06737 5.80808
H 7.77685 -4.82245 4.41947
H 6.52807 -7.88902 4.39883
H 7.23140 -7.67318 6.01894
H 8.03465 -6.97458 4.59963
H 4.23124 -5.67905 5.10363
H 4.92952 -5.46299 6.71603
H 4.73248 -7.10048 6.04849
C 2.98608 2.23081 2.12269
O 3.23455 2.21762 3.31274
N 1.81341 2.60691 1.57961
C 1.58786 2.59553 0.14518
C 0.74300 3.03549 2.46216
H 3.73028 1.92265 1.36800
H 1.34403 3.60359 -0.19668
H 0.75829 1.92679 -0.09313
H 2.47891 2.25148 -0.37670
H 1.07119 3.89575 3.04736
H 0.49000 2.22846 3.15111
H -0.13342 3.30456 1.87774
C 0.42206 -5.70013 2.11003
O 1.62365 -5.89165 2.12885
N -0.18331 -4.55935 2.48110
C -1.62207 -4.39897 2.43121
C 0.63927 -3.45044 2.94591
H -0.28300 -6.47842 1.77153
H -1.87640 -3.57357 1.76328
H -2.00248 -4.18089 3.43170
H -2.09335 -5.30846 2.06414
H 1.33689 -3.15694 2.16074
H 1.21565 -3.75783 3.81864
H 0.00875 -2.60450 3.20657
C -1.78536 0.92024 -3.88403
O -1.41396 0.85173 -2.72430
N -2.99097 1.34968 -4.28335
C -3.36165 1.40359 -5.68405
C -3.95455 1.77359 -3.27569
H -1.13226 0.62431 -4.72361
H -3.60826 2.43348 -5.95527
H -4.23292 0.76822 -5.85353
H -2.54625 1.05635 -6.31400
H -3.53470 2.59845 -2.69810
H -4.15856 0.94698 -2.59877
H -4.87608 2.09156 -3.74596
C -6.62992 2.87298 -0.87282
O -6.26409 2.30435 -1.88748
N -6.07086 2.70849 0.33785
C -6.55394 3.41940 1.50681
C -4.95039 1.79076 0.47231
H -7.46983 3.58726 -0.86927
H -5.74767 4.03259 1.91725
H -6.88083 2.70036 2.26150
H -7.38905 4.06302 1.24122
H -4.13081 2.10992 -0.17301
H -5.25629 0.78945 0.16598
H -4.61253 1.76812 1.50521
C -3.07013 -0.02205 -9.77486
O -2.70191 -0.08772 -8.61902
N -4.28339 0.40791 -10.17097
C -4.66438 0.46272 -11.56855
C -5.23750 0.82924 -9.15912
H -2.41942 -0.31904 -10.61446
H -4.91254 1.49027 -11.84238
H -5.53591 -0.17301 -11.73755
H -3.84759 0.11680 -12.19834
H -4.81998 1.65538 -8.58165
H -5.43961 0.00194 -8.47762
H -6.16363 1.14663 -9.63138
C -7.74931 7.14688 1.11472
O -8.27375 6.07767 0.86451
N -6.82865 7.74728 0.34075
C -6.23898 9.02465 0.69236
C -6.41414 7.08936 -0.88855
H -7.99635 7.72169 2.02257
H -6.45106 9.75528 -0.09056
H -5.15774 8.91431 0.79558
H -6.64868 9.38593 1.63316
H -7.27845 6.94611 -1.53791
H -5.99239 6.10996 -0.65769
H -5.67014 7.69401 -1.40033
*
```

=====

# C21H54O26S4

A 12-piece molecular cluster, C21H54O26S4 overall (wB97M-V/def2-TZVPD, OMol25).

- Orbital gap: 0.394 hartree
- F_max: 2.972 eV/A
- SMILES: CCOS(C)(=O)=O.CCOS(C)(=O)=O.CCOS(C)(=O)=O.CCOS(C)(=O)=O.O=C1OCCO1.O=C1OCCO1.O=C1OCCO1.O.O.O.O.O
- Energy above the lowest of the compared OMol25 structures with the same formula, charge and spin: 17.58 kcal per mole

Structure (ORCA input):
```
! RIJCOSX wB97M-V def2-TZVPD def2/J DEFGRID3
* xyz 0 1
O -1.41274 -2.37039 -7.72848
S -0.59433 -1.28961 -8.18555
O -0.69951 -0.78718 -9.50767
O -0.77751 -0.04071 -7.22139
C -1.00724 -0.28550 -5.84354
C -0.60680 0.95469 -5.07434
C 1.11630 -1.72439 -7.88312
H -0.54999 -1.18821 -5.42707
H -2.06821 -0.52033 -5.68457
H -0.47603 0.75966 -4.00766
H -1.16380 1.86756 -5.25511
H 0.43709 1.10914 -5.39451
H 1.14750 -2.79910 -8.05378
H 1.38656 -1.55130 -6.84429
H 1.75340 -1.17726 -8.56579
O 3.03554 3.61662 0.44197
S 2.60958 4.95612 0.21190
O 1.25536 5.37381 0.26969
O 3.31877 5.97343 1.21861
C 4.75186 5.77707 1.44738
C 5.17801 6.97384 2.28386
C 3.33424 5.51906 -1.34563
H 5.26559 5.68331 0.49350
H 4.83948 4.88470 2.06730
H 6.18017 6.78950 2.67662
H 4.54439 6.98824 3.17041
H 5.10146 7.90455 1.73284
H 3.45783 6.58445 -1.18396
H 2.62732 5.29327 -2.12729
H 4.27734 4.98790 -1.40345
O -5.11156 -4.30840 0.22006
S -5.47721 -2.94714 0.06821
O -5.67969 -2.27699 -1.15713
O -6.89089 -2.79051 0.81753
C -7.04004 -3.48259 2.05479
C -8.12102 -2.82758 2.88825
C -4.43889 -1.96975 1.10679
H -6.12984 -3.59847 2.64654
H -7.39146 -4.49663 1.83166
H -9.05775 -2.64571 2.36990
H -7.73843 -1.90307 3.33602
H -8.35196 -3.44234 3.76305
H -4.56857 -2.21973 2.15915
H -4.56461 -0.90193 0.98457
H -3.42089 -2.30916 0.89937
O -1.97024 -0.80919 3.27276
S -1.77292 -2.09734 3.85734
O -2.08752 -3.28650 3.15914
O -0.23547 -2.24450 4.27282
C 0.61997 -1.07926 4.41797
C 1.82751 -1.26139 3.51940
C -2.50141 -2.13640 5.47930
H 0.92046 -1.01505 5.46364
H 0.13716 -0.16875 4.07548
H 1.44819 -1.57111 2.54505
H 2.63321 -1.94859 3.76586
H 2.26282 -0.28101 3.32383
H -1.82221 -2.64959 6.14451
H -3.50664 -2.53103 5.36911
H -2.56821 -1.09347 5.79338
O -0.01986 -4.42055 0.80478
H -0.04972 -3.70255 1.44647
H -0.57605 -4.11259 0.07726
O -4.19623 2.36294 1.73960
H -4.82906 2.73253 1.11096
H -4.20289 1.41118 1.56382
O 1.59007 3.18611 -2.63860
H 0.77389 3.07697 -3.14402
H 2.24205 3.45927 -3.29676
O -2.45463 -3.92991 -1.55836
H -1.97402 -3.09408 -1.65993
H -3.14478 -3.90228 -2.23261
O -2.71624 2.20123 4.11270
H -2.35768 1.30651 4.05852
H -3.30300 2.27938 3.33345
C 1.99701 -3.62057 -1.52914
C 2.56668 -2.68696 -0.45962
O 2.85390 -1.46463 -1.20039
C 2.45661 -1.58679 -2.46814
O 2.50779 -0.71418 -3.24096
O 1.97820 -2.79217 -2.71943
H 0.99687 -3.98713 -1.35083
H 2.63368 -4.48760 -1.70938
H 3.44847 -3.03629 0.07198
H 1.83257 -2.44212 0.30459
C -1.32402 1.48870 0.11205
C 0.02366 1.23532 0.87739
O 0.15000 -0.19819 0.77331
C -0.77916 -0.72697 -0.02492
O -0.85246 -1.87157 -0.30759
O -1.70059 0.20561 -0.37853
H -1.12858 2.21104 -0.67016
H -2.03224 1.99461 0.76720
H -0.06777 1.48133 1.93264
H 0.77413 1.82990 0.36314
C 5.07629 1.64573 1.40920
C 4.72433 0.82735 0.17835
O 5.25441 -0.45118 0.55599
C 6.34856 -0.20489 1.32299
O 7.18723 -0.96901 1.56463
O 6.32668 1.07724 1.78411
H 4.27962 1.62658 2.15055
H 5.17088 2.69591 1.14550
H 5.19803 1.27046 -0.70071
H 3.65386 0.82653 0.00364
*
```

=====

# C8H10OS2

One molecule with the formula C8H10OS2 (wB97M-V/def2-TZVPD, OMol25).

- Orbital gap: 0.319 hartree
- F_max: 4.036 eV/A
- SMILES: CSSOc1ccc(C)cc1
- Energy above the lowest of the compared OMol25 structures with the same formula, charge and spin: 23.09 kcal per mole

Structure (ORCA input):
```
! RIJCOSX wB97M-V def2-TZVPD def2/J DEFGRID3
* xyz 0 1
C -1.59952 -0.85543 -0.69127
C -1.53194 1.45704 -0.11985
C -0.31340 -0.70878 -1.14880
C -0.26885 1.60351 -0.56447
C -2.19992 0.23796 -0.06565
C 0.41546 0.49988 -1.01061
C -3.48995 0.00560 0.64389
C 3.84195 -0.73271 1.30056
O 1.73379 0.58191 -1.44284
S 3.00012 -0.49235 -1.50376
S 4.57556 -0.05265 -0.21170
H -2.17452 -1.70468 -0.47221
H -1.99769 2.34825 0.23875
H 0.06178 -1.57184 -1.66171
H 0.31101 2.58110 -0.71310
H -3.86164 0.77869 1.28464
H -4.35084 -0.31293 0.06149
H -3.22511 -0.88606 1.34439
H 3.50463 0.08330 1.92416
H 2.93503 -1.43907 0.96731
H 4.63404 -1.42073 1.84080
*
```

=====

# C2H11NO3

A 3-piece molecular cluster, C2H11NO3 overall (wB97M-V/def2-TZVPD, OMol25).

- Orbital gap: 0.369 hartree
- F_max: 0.958 eV/A
- SMILES: CNCO.O.O
- Energy above the lowest of the compared OMol25 structures with the same formula, charge and spin: 19.38 kcal per mole

Structure (ORCA input):
```
! RIJCOSX wB97M-V def2-TZVPD def2/J DEFGRID3
* xyz 0 1
C -0.09176 0.83263 -1.14270
N -0.85225 0.56251 0.08669
C -2.25045 0.30729 -0.15423
O -2.96374 1.33930 -0.79147
H 0.36159 -0.08462 -1.51034
H 0.59739 1.66235 -0.98525
H -0.75406 1.22942 -1.91203
H -0.79942 1.33379 0.73612
H -2.33523 -0.56560 -0.80461
H -2.72175 -0.01177 0.78123
H -3.25514 2.01041 -0.16887
H 4.29915 0.23500 1.18299
H 5.46015 -0.65666 1.66964
O 4.82450 0.00228 1.96645
H 0.90402 -2.90546 0.47931
H -0.43007 -2.23066 0.41466
O 0.00710 -3.06020 0.15240
*
```

=====

# C4H7OP

One molecule with the formula C4H7OP (wB97M-V/def2-TZVPD, OMol25).

- Orbital gap (spin up / spin down): 0.257 / 0.258 hartree
- F_max: 4.403 eV/A
- Energy above the lowest of the compared OMol25 structures with the same formula, charge and spin: 78.74 kcal per mole

Structure (ORCA input):
```
! RIJCOSX wB97M-V def2-TZVPD def2/J DEFGRID3
* xyz 0 1
C 1.63754 -0.19425 0.56546
C 0.36546 -0.47547 0.16350
C -1.62439 0.59518 -0.82905
C -0.72555 0.47366 0.36820
O 2.73121 -0.90781 0.27510
P 3.13144 -2.42407 0.50704
H 1.68308 0.84063 1.07743
H -1.80987 -0.39234 -1.33194
H -1.26800 1.28712 -1.60772
H -2.72072 1.12219 -0.53194
H -0.20581 1.44180 0.53094
H -1.38075 0.09531 1.15894
H 0.18635 -1.46193 -0.34595
*
```